Entry 1:
The following is a DFT calculation (wB97M-V/def2-TZVPD) of a structure of composition C4H8 at a distorted geometry.

Summary:
spin multiplicity	1
energy above the lowest of the compared OMol25 structures with the same formula, charge and spin	420.4	kJ/mol
HOMO energy	-8.50	eV
Kohn-Sham gap	9.35	eV

Each line ends with the natural charge from an NBO analysis.
Positions of all 12 atoms, in Å:
C1 1.742 -1.101 0.208  -0.453
C2 1.858 0.307 0.185  -0.203
C3 -3.257 0.420 0.128  -0.849
C4 0.733 0.390 -0.485  -0.199
H1 0.806 -1.482 0.605  0.229
H2 2.713 0.864 0.548  0.199
H3 -2.410 1.099 0.175  0.216
H4 -4.145 0.894 -0.269  0.210
H5 -2.939 -0.432 -0.473  0.214
H6 0.590 0.589 -1.532  0.218
H7 -3.494 0.071 1.133  0.210
H8 2.293 -1.869 -0.319  0.209


Entry 2:
The following is a DFT calculation (wB97M-V/def2-TZVPD) of a cluster of 2 separate species, C4H8B2NO8 in total at a distorted geometry.

Summary:
spin multiplicity	1
net charge	-1
energy above the lowest of the compared OMol25 structures with the same formula, charge and spin	40.5	kJ/mol
HOMO energy	-4.17	eV
Kohn-Sham gap	6.70	eV

Each line ends with the natural charge from an NBO analysis.
Positions of all 23 atoms, in Å:
B1 0.154 1.516 0.412  1.006
B2 -3.132 -1.175 0.460  1.254
C1 -2.222 0.868 -0.366  0.730
C2 3.724 -0.820 0.042  0.705
C3 -1.100 1.692 -0.425  -0.911
C4 3.193 -0.409 -1.299  -0.033
N1 1.906 -0.329 -1.657  -0.512
O1 -2.155 -0.231 0.391  -0.761
O2 2.865 -0.781 1.035  -0.670
O3 -3.227 1.060 -1.017  -0.730
O4 4.863 -1.245 0.144  -0.583
O5 0.348 0.168 1.005  -0.999
O6 1.330 2.193 0.279  -0.896
O7 -3.143 -2.100 1.501  -0.920
O8 -4.247 -1.165 -0.309  -0.932
H1 -1.240 2.626 -1.012  0.221
H2 3.922 -0.504 -2.137  0.184
H3 1.377 -0.092 -0.843  0.341
H4 2.001 -0.475 0.744  0.515
H5 -0.462 -0.360 0.863  0.516
H6 2.028 1.776 0.705  0.472
H7 -2.619 -1.934 2.290  0.488
H8 -4.163 -0.282 -0.809  0.515